# 1
107
Properties=species:S:1:pos:R:3:forces:R:3:lowdin_charge:R:1 method="wB97M-V/def2-TZVPD" multiplicity=1 homo_ev=-7.352 charge=0 de_lowest_kcal_mol=13.9
Pt -0.2831 1.5669 0.8490 1.0 1.2 1.1 1.2296
C 0.6217 -5.5890 1.3036 0.0 0.0 0.0 -0.0541
C 0.5546 -4.0840 1.3838 0.0 0.1 0.1 -0.2621
C 0.4701 -3.4145 2.6008 -0.1 -0.1 0.0 0.0292
C 0.4686 -2.0312 2.6798 0.0 -0.1 0.2 -0.0670
C 0.0432 -1.3989 3.9619 0.1 0.0 -0.1 -0.2896
O -0.6095 -2.0377 4.7654 0.1 0.0 0.0 0.0995
C 0.3349 0.0424 4.2704 -0.1 -0.1 0.2 -0.1527
C 1.6298 0.5442 4.2762 0.0 0.1 0.2 -0.0294
C 1.8725 1.8305 4.7371 0.0 -0.1 0.3 -0.1064
C 0.8128 2.6373 5.1359 -0.1 0.0 0.0 -0.0930
C -0.4875 2.1461 5.1011 0.1 0.1 0.0 -0.0759
C -0.7204 0.8407 4.6946 0.0 0.0 -0.1 -0.0221
C 0.6420 -1.2490 1.5140 0.0 0.1 -0.1 -0.3154
O 0.9818 -0.0111 1.6337 -0.1 0.4 -0.9 -0.1740
C 0.4165 -1.9005 0.2615 0.0 -0.1 -0.1 -0.0682
C 0.4444 -3.3047 0.2415 0.0 0.1 -0.1 0.0138
C -0.0492 -1.1927 -0.9442 0.1 -0.2 0.0 -0.1976
N -0.2311 0.0779 -1.0281 0.1 -0.3 -0.6 0.0320
C -0.9240 0.5472 -2.2522 0.1 0.0 0.1 -0.3026
C -1.4129 1.9764 -2.1458 0.1 0.1 0.1 -0.5362
Te -2.5404 2.5522 -3.8674 0.1 0.1 -0.2 1.2739
C -3.8846 0.9584 -3.6212 -0.2 0.0 0.0 -0.5801
C -4.8052 0.9938 -2.5754 0.0 -0.1 0.0 -0.1372
C -5.6751 -0.0704 -2.3806 0.0 0.0 0.0 -0.0867
C -5.6442 -1.1605 -3.2403 0.0 0.0 0.0 -0.0811
C -4.7315 -1.1953 -4.2853 0.0 0.0 0.0 -0.0935
C -3.8436 -0.1423 -4.4729 -0.1 0.0 0.1 -0.1486
C -0.4360 -2.0734 -2.1029 0.0 0.0 0.1 -0.2221
C -1.7013 -2.6514 -2.1478 0.0 0.0 0.0 -0.0307
C -2.0629 -3.4460 -3.2254 0.0 0.0 0.0 -0.0731
C -1.1593 -3.6758 -4.2568 0.0 0.0 0.0 -0.0831
C 0.1048 -3.1040 -4.2089 0.0 0.0 0.0 -0.0691
C 0.4661 -2.2995 -3.1342 0.0 -0.1 0.0 -0.0298
H 0.7401 -6.0263 2.2945 0.0 0.0 0.0 0.0732
H 1.4641 -5.9230 0.6920 0.0 0.0 0.0 0.0724
H -0.2848 -6.0086 0.8625 0.0 0.0 0.0 0.0784
H 0.3647 -3.9705 3.5261 0.0 0.0 0.0 0.1263
H 2.4475 -0.0825 3.9402 0.0 0.0 0.0 0.1247
H 2.8884 2.2079 4.7839 -0.3 -0.1 0.1 0.0834
H 1.0046 3.6438 5.4873 0.0 0.0 0.0 0.1027
H -1.3152 2.7706 5.4129 0.0 0.0 0.0 0.1015
H -1.7213 0.4283 4.6956 0.0 0.0 0.0 0.1228
H 0.3529 -3.8104 -0.7147 0.0 0.0 0.1 0.1217
H -1.7818 -0.0975 -2.4528 0.0 0.1 0.0 0.0933
H -0.2644 0.4507 -3.1197 0.0 0.0 0.0 0.1120
H -0.6007 2.7013 -2.0577 -0.1 0.0 0.1 0.0237
H -2.0803 2.1099 -1.2992 0.0 0.0 0.0 0.0153
H -4.8367 1.8460 -1.9068 0.0 0.0 0.0 0.0867
H -6.3799 -0.0448 -1.5586 0.0 0.0 0.0 0.0969
H -6.3328 -1.9829 -3.0949 0.0 0.0 0.0 0.1045
H -4.6980 -2.0493 -4.9504 0.0 0.0 0.0 0.1032
H -3.1156 -0.1824 -5.2725 0.0 0.0 0.0 0.0923
H -2.3989 -2.4710 -1.3362 0.0 0.0 0.0 0.1026
H -3.0510 -3.8880 -3.2581 0.0 0.0 0.0 0.1044
H -1.4397 -4.3011 -5.0946 0.0 0.0 0.0 0.1011
H 0.8150 -3.2838 -5.0059 0.0 0.0 0.0 0.1042
H 1.4614 -1.8697 -3.0922 0.0 0.0 0.0 0.1149
C -0.1127 4.9569 1.2104 -0.1 0.1 0.0 -0.0211
C -1.4962 4.3969 1.1526 0.0 0.1 0.0 -0.2859
C -2.6296 5.2433 1.0993 0.1 -0.1 0.1 0.0038
C -3.8849 4.7226 1.0220 -0.1 0.0 0.0 -0.0078
C -4.0677 3.3207 1.0296 0.0 0.1 0.0 -0.1852
C -5.3061 2.6406 0.9344 0.0 0.0 0.0 -0.6369
Br -6.9190 3.6148 0.7626 0.0 0.0 0.0 0.7807
C -5.3484 1.2756 0.9423 0.1 -0.1 0.0 -0.1812
C -4.1655 0.5211 1.0498 -0.4 -0.2 0.1 -0.5943
Br -4.2621 -1.3618 1.0425 0.0 0.1 0.0 0.8164
C -2.9372 1.1289 1.1693 0.2 -0.2 0.1 -0.4039
O -1.8006 0.4912 1.3201 -1.2 -0.7 0.1 -0.2301
C -2.9073 2.5416 1.1264 0.0 0.3 0.0 -0.1554
N -1.6463 3.0884 1.1537 0.2 -0.1 -0.6 0.0008
H -0.1284 6.0449 1.1975 0.0 0.0 0.0 0.0843
H 0.4783 4.5945 0.3703 0.0 0.0 0.0 0.0680
H 0.3777 4.6228 2.1266 0.0 0.0 0.0 0.0748
H -2.4791 6.3139 1.1077 0.0 0.0 0.0 0.1163
H -4.7485 5.3706 0.9594 0.0 0.0 0.0 0.0874
H -6.2955 0.7604 0.8620 0.0 0.0 0.0 0.0967
C 5.6967 -4.2023 -1.7893 -0.1 0.0 0.0 -0.1071
C 4.9253 -3.2469 -0.8832 0.1 -0.2 0.0 -0.3000
S 5.2746 -1.5757 -1.3344 0.2 0.1 -0.4 0.6325
O 6.7017 -1.3604 -1.3097 -0.2 0.0 0.0 -0.2969
O 4.5277 -1.2571 -2.5362 0.2 0.0 0.2 -0.3226
C 4.5469 -0.6433 -0.0248 -0.1 0.2 0.1 -0.2055
C 4.7105 0.8503 -0.3283 -0.3 -0.1 0.3 -0.1112
N 3.6127 1.5883 0.3089 0.1 0.0 -0.3 0.0688
C 2.4532 1.8686 -0.3050 0.0 0.3 0.1 -0.2909
N 1.6032 2.4858 0.5377 0.3 -0.8 0.1 -0.0443
C 2.2692 2.6005 1.7343 -0.4 0.5 -0.1 -0.0455
C 3.4915 2.0605 1.6035 0.7 -0.1 0.0 -0.1261
N 4.5262 1.9553 2.5908 -0.3 0.1 -0.3 -0.3106
O 4.4584 2.7107 3.5372 0.3 0.0 -0.1 0.0874
O 5.3914 1.1150 2.4098 0.1 0.0 0.1 0.0900
C 2.2434 1.6551 -1.7587 -0.1 0.0 0.0 0.0278
H 5.4224 -5.2277 -1.5452 0.0 0.0 0.0 0.0798
H 6.7703 -4.0842 -1.6561 0.0 0.0 0.0 0.0781
H 5.4581 -4.0241 -2.8374 0.0 0.0 0.0 0.0813
H 5.2041 -3.3537 0.1667 0.0 0.0 0.0 0.1101
H 3.8477 -3.3549 -0.9869 -0.1 -0.1 0.1 0.0993
H 5.0296 -0.9082 0.9149 -0.1 0.0 0.0 0.1094
H 3.4908 -0.9255 0.0019 0.0 0.1 0.1 0.1125
H 4.6413 1.0365 -1.3955 0.0 0.0 -0.1 0.1118
H 5.6668 1.2181 0.0247 0.0 0.0 0.1 0.1321
H 1.8312 3.0422 2.6102 0.0 -0.1 -0.1 0.1031
H 3.0200 2.1828 -2.3170 0.0 0.0 0.0 0.1052
H 1.2759 2.0572 -2.0426 0.1 -0.1 0.0 0.0582
H 2.2883 0.6007 -2.0305 0.0 0.0 0.0 0.0872



# 2
51
Properties=species:S:1:pos:R:3:forces:R:3:lowdin_charge:R:1 method="wB97M-V/def2-TZVPD" multiplicity=1 homo_ev=-17.339 charge=+3 de_lowest_kcal_mol=7.2
Os 0.3217 -0.6504 0.2269 0.0 -0.1 0.0 1.3843
Cl 6.3011 -1.4950 3.7686 0.0 0.0 0.0 0.8237
C 4.9959 -1.4848 2.6753 0.0 0.0 0.0 -0.6326
C 5.2284 -1.6863 1.3043 0.0 0.0 0.0 0.0089
C 4.1918 -1.6929 0.3877 0.0 0.0 0.0 0.0441
C 2.8912 -1.4943 0.8164 0.0 0.0 0.0 -0.2784
O 1.8956 -1.6198 -0.0990 0.0 0.0 0.0 -0.2258
C 2.6236 -1.2809 2.2092 0.0 0.0 0.0 -0.1184
C 1.3436 -1.1120 2.7745 0.0 0.1 0.0 -0.0669
O 0.2304 -1.0065 2.1437 0.0 0.0 0.0 -0.1635
C 3.7097 -1.2927 3.1202 0.0 0.0 0.0 -0.0023
H 6.2447 -1.8437 0.9645 0.0 0.0 0.0 0.1405
H 4.3825 -1.8709 -0.6622 0.0 0.0 0.0 0.1468
H 1.2489 -1.0702 3.8593 0.0 0.0 0.0 0.1689
H 3.5228 -1.1450 4.1766 0.0 0.0 0.0 0.1390
C -3.3921 3.7761 -0.9812 0.0 0.0 0.0 0.0362
N -3.2425 2.3378 -0.5719 0.0 0.0 0.0 -0.1640
C -2.9327 2.2341 0.8852 0.0 0.0 0.0 0.0314
C -2.2862 1.5346 -1.4381 0.0 0.0 0.0 -0.0669
C -0.8382 1.9245 -1.2978 0.0 0.0 0.0 -0.2249
C -0.3982 3.0921 -1.9034 0.0 0.0 0.0 -0.0040
C 0.9140 3.5484 -1.7709 0.0 0.0 0.0 0.0166
C 1.8353 2.8284 -1.0300 -0.1 0.0 0.0 -0.0098
C 1.4314 1.6215 -0.4759 0.0 0.0 0.0 -0.0999
C 0.1183 1.1409 -0.6136 0.1 0.1 0.0 -0.2622
H -4.2218 4.1991 -0.4201 0.0 0.0 0.0 0.1229
H -3.6040 3.8241 -2.0465 0.0 0.0 0.0 0.1200
H -2.4770 4.3077 -0.7391 0.0 0.0 0.0 0.1066
H -4.1599 1.9110 -0.7178 0.0 0.0 0.0 0.1895
H -1.9714 2.7076 1.0682 0.0 0.0 0.0 0.1134
H -2.9102 1.1841 1.1716 0.0 0.0 0.0 0.1021
H -3.7095 2.7480 1.4459 0.0 0.0 0.0 0.1229
H -2.6260 1.6707 -2.4646 0.0 0.0 0.0 0.1525
H -2.4401 0.4929 -1.1598 0.0 0.0 0.0 0.0970
H -1.0823 3.6676 -2.5151 0.0 0.0 0.0 0.1312
H 1.2102 4.4673 -2.2597 0.0 0.0 0.0 0.1400
H 2.8523 3.1768 -0.9162 0.0 0.0 0.0 0.1359
H 2.1901 1.0395 0.0584 0.0 0.0 0.0 0.1027
C -2.6800 -2.3094 0.0759 0.0 0.0 0.0 -0.2018
P -0.9721 -2.4231 -0.4898 -0.1 0.1 0.0 0.7096
C -0.3053 -3.9524 0.1811 0.0 0.0 0.0 -0.1953
C -0.9491 -2.5407 -2.2832 0.0 0.0 0.0 -0.1950
H -3.2056 -3.2203 -0.2211 0.0 0.0 0.0 0.0844
H -3.1985 -1.4642 -0.3738 0.0 0.0 0.0 0.0376
H -2.7136 -2.2337 1.1637 0.0 0.0 0.0 0.0687
H -0.9247 -4.7837 -0.1634 0.0 0.0 0.0 0.0849
H -0.3224 -3.9323 1.2711 0.0 0.0 0.0 0.0695
H 0.7152 -4.1001 -0.1710 0.0 0.0 0.0 0.0664
H -1.5314 -3.4141 -2.5872 0.0 0.0 0.0 0.0847
H 0.0762 -2.6647 -2.6343 0.0 0.0 0.0 0.0725
H -1.3801 -1.6509 -2.7417 0.0 0.0 0.0 0.0564



# 3
18
Properties=species:S:1:pos:R:3:forces:R:3:lowdin_charge:R:1 method="wB97M-V/def2-TZVPD" multiplicity=1 homo_ev=-8.211 charge=0 de_lowest_kcal_mol=0.9
C -3.9640 1.6515 -0.2883 1.0 -1.0 0.6 0.0142
C -2.6238 1.5920 -0.5591 -2.1 -0.2 0.3 -0.1832
C -1.7508 0.4294 -0.4758 2.0 1.5 0.9 -0.0993
C -0.3870 0.5830 -0.4769 0.3 -1.5 -0.4 -0.1028
C 0.5285 -0.5813 -0.3066 -0.8 2.0 0.9 -0.1934
C 1.8296 -0.4822 -0.0507 2.5 -2.2 0.4 -0.6554
C 2.8599 -1.8053 0.1329 -2.3 3.2 1.5 -0.9229
N 3.4366 -1.7889 1.4043 -3.0 1.4 -3.6 0.0664
S 2.9312 -2.8277 -1.1190 0.5 -0.3 0.4 0.6631
I 2.9759 1.3083 0.2403 -0.6 -0.4 -0.3 0.8553
H -4.5621 2.5350 -0.3625 0.3 0.8 -0.3 0.0335
H -4.6012 0.8722 0.1893 1.1 0.0 -0.7 0.0655
H -2.1135 2.4924 -0.8483 0.0 0.4 -0.3 0.0926
H -2.1550 -0.5083 -0.1477 -0.2 -0.5 -0.3 0.1047
H 0.2675 1.4413 -0.6515 -1.3 0.6 -0.1 0.0506
H -0.0263 -1.4665 -0.1324 0.2 -1.4 -0.4 0.1027
H 3.2777 -0.9501 1.9534 0.5 -0.6 0.1 0.0544
H 4.0768 -2.4946 1.4985 2.1 -1.5 1.2 0.0539



# 4
102
Properties=species:S:1:pos:R:3:forces:R:3:mulliken_spin:R:1 method="wB97M-V/def2-TZVPD" multiplicity=2 homo_ev="-8.317 / -10.656" charge=+1 s2=0.751
Y 4.8603 -2.3382 -2.6677 -3.2 2.3 -0.5 1.1924
C 2.4452 -0.2413 -0.7781 -1.4 -4.3 -2.4 0.0346
O 1.1257 -0.7854 -0.8241 -2.6 1.0 -0.9 0.0336
O 2.8931 -1.0044 -1.9042 3.0 1.4 0.7 -0.1512
C 2.4306 1.3377 -0.7934 1.4 -0.4 -0.9 -0.0004
F 2.4729 1.7832 0.4605 0.5 0.0 0.2 0.0003
F 3.4727 1.8298 -1.5378 0.0 -0.6 1.2 0.0013
F 1.3980 1.9516 -1.3461 -1.4 -0.6 -0.3 0.0005
C 0.4481 -1.0573 0.3679 0.2 1.1 1.3 0.0015
C -0.9373 -1.6423 0.2461 -0.3 -1.6 -0.6 0.0016
H -1.3586 -1.9804 1.1928 0.4 0.6 0.5 0.0002
H -1.7385 -1.1426 -0.2985 0.4 0.6 0.0 0.0000
H -0.8458 -2.6238 -0.2192 0.1 -0.1 -0.6 0.0001
H 0.4144 -0.1181 0.9200 -0.2 0.1 0.6 0.0000
H 1.0526 -1.7666 0.9332 0.1 -0.1 0.3 -0.0011
H 2.7507 -0.7335 0.1452 1.4 1.2 0.6 0.0163
C -3.5910 1.5050 1.6046 -0.3 0.3 -0.3 0.0000
C -3.5024 2.4634 2.8411 0.4 -0.8 -1.8 0.0000
C -4.3318 3.7416 2.7820 -0.8 0.9 0.0 0.0000
O -4.1596 4.6157 1.6534 -0.5 0.6 0.9 0.0000
C -4.8342 5.9015 1.8445 1.0 0.0 -1.2 0.0000
N -3.8413 1.7081 4.0270 -0.4 -0.4 0.7 0.0000
H -4.6161 1.1642 1.4593 -0.2 0.0 0.0 0.0000
H -2.9807 0.6094 1.7214 0.1 -0.1 0.7 0.0000
H -3.2292 1.8310 0.6294 -0.1 0.9 0.2 0.0000
H -2.4351 2.6762 2.9006 0.0 0.6 0.1 0.0000
H -4.1748 4.2954 3.7076 0.5 0.2 0.2 0.0000
H -5.4068 3.5639 2.8126 -0.3 -0.8 0.0 0.0000
H -4.3552 6.5695 2.5603 0.3 -0.4 0.3 0.0000
H -5.9056 5.9730 2.0319 -0.2 -1.1 0.3 0.0000
H -4.7364 6.3922 0.8761 0.2 0.0 0.0 0.0000
H -3.8670 0.7232 3.8044 0.6 -0.4 0.1 0.0000
H -4.7834 1.8410 4.3660 -0.2 0.7 0.0 0.0000
O -1.3184 -3.8920 3.8395 0.5 -0.1 -0.2 0.0000
H -1.5816 -4.6211 4.4011 0.0 -0.2 0.1 0.0000
H -2.1382 -3.4481 3.6226 -0.3 0.5 0.1 0.0000
O -4.6558 -1.9882 -1.4731 -0.1 -0.1 0.4 0.0000
H -4.0023 -1.4162 -1.8757 0.3 0.3 -0.2 0.0000
H -4.9119 -2.5895 -2.1724 -0.1 -0.2 -0.2 0.0000
O -3.5314 -4.6135 -0.3295 0.2 -0.3 -0.1 0.0000
H -3.3287 -3.6797 -0.2732 0.1 0.2 -0.1 0.0000
H -4.4814 -4.6598 -0.2216 -0.2 -0.1 0.0 0.0000
O 5.1260 -2.8794 -0.2667 0.2 0.2 -1.5 -0.0525
H 5.7005 -2.6677 0.4691 0.4 0.1 0.2 0.0098
H 4.2769 -3.0607 0.1362 -0.8 -0.3 0.8 -0.0001
O -1.1426 0.5100 -2.5332 0.2 0.1 -0.5 0.0000
H -1.8850 0.2529 -1.9863 -0.4 0.1 0.1 0.0000
H -0.3777 0.3935 -1.9696 0.5 -0.2 0.2 -0.0006
O 1.5192 0.2260 4.2281 0.2 0.1 0.3 0.0000
H 1.9257 -0.1612 3.4528 0.2 0.0 -0.4 0.0000
H 0.6600 -0.1923 4.2829 -0.5 0.1 0.1 0.0000
O -3.6685 0.7099 -1.5714 -0.1 -0.3 0.0 0.0000
H -4.5702 0.5234 -1.3101 -0.3 -0.1 0.2 0.0000
H -3.6765 1.6347 -1.8182 0.2 0.3 -0.1 0.0000
C 1.6150 3.7085 -4.7372 2.6 1.6 0.4 0.0001
O 2.8136 3.9884 -4.7434 0.9 0.6 -0.3 -0.0001
N 0.7211 4.5718 -5.1661 -1.6 1.1 -1.0 0.0000
N 1.1909 2.6015 -4.2283 -2.3 -3.5 0.9 -0.0001
H -0.2519 4.3013 -5.1478 0.2 0.8 0.0 0.0000
H 1.0580 5.5155 -5.2928 -0.4 -0.2 -0.3 0.0000
H 1.7218 2.0581 -3.5627 0.1 0.2 -0.4 0.0002
H 0.2132 2.3772 -4.3462 0.2 -0.3 0.5 -0.0001
C 2.2335 -2.6970 -5.0409 3.2 -0.8 3.1 0.0113
O 3.3671 -2.8272 -4.5534 2.5 -0.3 1.1 -0.0490
N 2.0111 -2.9663 -6.2516 -0.8 -1.4 -6.2 0.0007
N 1.2475 -2.4373 -4.2843 -3.6 1.7 2.2 0.0013
H 1.0680 -2.9654 -6.6131 0.2 -0.1 0.0 0.0004
H 2.6652 -3.5788 -6.7175 0.0 0.3 -0.1 0.0004
H 1.4884 -2.0013 -3.4057 -0.4 0.3 0.5 0.0038
H 0.3606 -2.2670 -4.7365 -0.1 0.2 0.7 -0.0018
C 2.9062 -2.8412 2.9292 -0.3 1.8 1.9 -0.0009
O 3.2689 -3.4257 1.9840 2.6 -3.2 -5.1 -0.0043
N 3.6684 -2.0462 3.6582 2.1 1.5 2.1 0.0002
N 1.6501 -2.7949 3.2545 -3.8 0.0 1.1 -0.0001
H 4.6605 -2.2140 3.7458 -0.2 0.0 -0.4 -0.0001
H 3.2658 -1.5751 4.4557 0.1 -0.1 -0.1 0.0000
H 1.0255 -3.4048 2.7466 -0.2 0.2 0.4 -0.0001
H 1.3519 -2.3609 4.1163 -0.2 -0.5 -0.2 0.0000
C -4.2210 -2.2358 3.0490 1.6 1.5 0.7 0.0000
O -3.4115 -1.6396 3.7455 1.0 0.5 0.9 0.0000
N -5.2213 -2.8722 3.5167 -4.5 -2.5 3.0 0.0000
N -4.0923 -2.2632 1.7677 1.7 0.9 -4.8 0.0000
H -5.4229 -2.6850 4.4885 0.0 -0.2 -0.1 0.0000
H -6.0217 -3.1434 2.9636 0.3 0.0 0.0 0.0000
H -3.3718 -1.6100 1.4953 -0.1 -0.2 -0.5 0.0000
H -4.6713 -2.6332 1.0274 -0.2 0.1 0.6 0.0000
C 3.9787 0.6781 -4.8139 0.1 -0.6 -1.4 -0.0181
O 4.4141 -0.3390 -4.3315 1.1 -4.3 0.9 -0.0369
N 3.2722 0.8218 -5.9339 -1.5 -2.4 -1.7 0.0016
N 4.2504 1.7949 -4.3299 2.0 5.6 3.2 0.0049
H 3.1002 1.7099 -6.3830 0.1 -0.4 0.1 -0.0006
H 3.0164 -0.0735 -6.3253 -0.3 0.6 -0.6 -0.0001
H 3.7358 2.6124 -4.6249 0.1 0.8 0.1 -0.0010
H 4.9676 1.9363 -3.6330 -0.4 -0.4 0.0 0.0022
C 4.9698 1.4141 3.3519 -1.2 -1.7 0.0 0.0000
O 5.9013 0.9341 2.8099 4.8 -1.5 -1.8 -0.0002
N 4.4314 0.7617 4.3805 -1.2 -0.5 2.8 0.0000
N 4.2921 2.3600 2.7656 -1.6 2.1 0.3 0.0001
H 3.5554 0.9943 4.8262 0.2 0.1 0.0 0.0000
H 5.0182 0.0852 4.8474 -0.1 0.4 -0.2 0.0000
H 3.4578 2.6421 3.2600 0.0 0.8 -1.0 0.0000
H 4.6807 2.6073 1.8668 -0.8 0.5 0.2 -0.0001



no.,molar mass (g mol⁻¹),electronic energy (eV)
1,1304.442,-232677.3436
2,557.079,-49960.2695
3,265.119,-27811.9458
4,807.569,-76734.9074